A molecular structure, C5H13N3 at a distorted geometry, computed with the ωB97M-V functional and the def2-TZVPD basis.

Its charge is 0. As for the molar mass: 115.2 g mol⁻¹. As for the calculated total energy: -362.41477 hartree. For the lowest unoccupied orbital energy (alpha / beta), the calculation gives 0.01195 / 0.01196 Eh. For the orbital gap (alpha / beta), the calculation gives 0.2820 / 0.2821 hartree.

Last column: natural (NBO) charge in e.
CARTESIAN COORDINATES (ANGSTROEM)
1 H 1.0811 -1.5085 1.2556  0.208
2 H -2.2792 1.8536 1.2345  0.205
3 H 2.7070 -0.2469 0.0730  0.215
4 H 0.1957 2.0460 0.9033  0.349
5 C 0.7838 0.6239 -0.4278  -0.180
6 H 2.8089 1.2111 -0.9117  0.208
7 H 1.1392 -2.3981 -0.2800  0.241
8 C -0.2036 -0.7256 -0.3256  0.392
9 C 0.4893 -1.8632 0.4112  -0.677
10 C -2.1452 1.0306 0.5292  -0.445
11 C 2.2308 0.2987 -0.7430  -0.619
12 H -1.4395 -0.3198 -1.7645  0.310
13 N -0.9259 -1.1058 -1.3632  -0.885
14 H 0.3484 1.2590 -1.2070  0.174
15 H -1.2887 -0.4988 1.6405  0.399
16 H -0.2726 -2.5580 0.7724  0.221
17 N 0.5446 1.0881 0.8964  -0.366
18 H -3.0748 0.4623 0.4644  0.232
19 H 2.2746 -0.3136 -1.6486  0.230
20 N -1.0204 0.1965 0.9426  -0.420
21 H -1.9536 1.4685 -0.4516  0.207